20
Properties=species:S:1:pos:R:3:forces:R:3 method="wB97M-V/def2-TZVPD" charge=+1 max_force_ha_per_bohr=0.0416 orbital_gap_ev="10.743 / 6.379" multiplicity=2 relative_energy_kcal_mol=41.63
H 3.11523 0.67313 -0.86786 0.083 -0.568 0.296
O -0.01205 1.76595 3.59163 -0.057 -0.353 -0.412
C 1.06788 0.60667 -1.55575 1.412 -1.128 -0.364
H -0.68405 -2.35253 -0.97394 0.217 -0.017 0.118
N -1.72869 -0.94801 0.14455 -0.064 0.076 0.938
H 0.60041 1.64028 4.32427 -0.008 0.027 0.007
H -1.99164 -3.00187 0.11507 0.277 0.060 0.180
H 0.15160 1.01851 2.99745 0.111 0.278 0.406
H 1.06881 -0.80309 0.05501 0.447 0.238 0.061
H 0.50851 1.11938 -2.33495 -0.363 0.298 0.586
C 2.57683 0.58427 -1.80298 -1.162 0.762 0.524
H 2.79492 1.53696 -2.26799 0.368 -0.168 -0.783
C 0.52963 -0.10528 -0.57341 -1.290 0.185 0.327
C -1.65707 -2.18857 -0.52898 -0.156 -0.645 -0.368
H -1.34053 0.76315 -0.92491 -0.278 -0.253 0.053
H -2.37106 -2.21937 -1.35421 -0.280 0.297 -0.288
H 2.86287 -0.29980 -2.36595 0.257 0.225 -0.203
H -0.85112 0.91169 0.69886 -0.548 -0.518 0.487
C -0.90123 0.16307 -0.09638 1.143 1.065 -1.462
H -2.36640 -0.90116 0.93583 -0.109 0.138 -0.102